ORCA calculation (ωB97M-V/def2-TZVPD) on a structure of composition C25H28F5O2Sn at a distorted geometry.

Last column: Mulliken charge in e.
CARTESIAN COORDINATES (ANGSTROEM)
O 0.39357 0.09546 -6.58790  -0.188
C 0.55592 1.32856 -7.34046  -0.219
C 0.43710 0.69698 -8.71534  -0.797
H 1.53608 1.78987 -7.22450  0.198
H -0.25071 2.03217 -7.11409  0.079
C 0.45944 -0.61205 -7.87664  1.294
H 1.30258 0.85450 -9.35941  0.315
H -0.49193 0.92942 -9.24210  0.294
C 1.78648 -1.35624 -8.02136  -1.587
H 2.61628 -0.64692 -7.87674  0.370
H 1.86758 -1.76303 -9.04064  0.405
H 1.85802 -2.18807 -7.30127  0.323
C -0.76025 -1.49953 -8.03831  -1.643
H -1.68151 -0.92646 -7.84808  0.359
H -0.70006 -2.33834 -7.33176  0.338
H -0.81069 -1.90700 -9.05561  0.398
Sn 0.08231 -0.05926 -0.61194  0.889
C -2.33948 -0.55014 0.89345  -0.518
C -1.96355 0.84137 0.89825  -0.660
C -2.35446 1.40430 -0.36116  -0.356
H -1.55372 1.37865 1.74771  0.672
C -2.93382 0.36374 -1.14193  -0.494
C -2.95710 -0.82529 -0.35624  -0.484
H -3.41648 -1.77052 -0.64177  0.478
H -2.23354 -1.22805 1.74124  0.510
H -2.27570 2.46168 -0.63596  0.493
H -3.31553 0.47086 -2.15582  0.552
C 1.50893 -2.24061 1.30521  -0.293
C 0.50124 -2.74348 0.45361  -0.719
C 0.84339 -2.38971 -0.89724  -0.321
H -0.35946 -3.34934 0.73951  0.493
C 2.11567 -1.68169 -0.84761  -0.716
C 2.49902 -1.59863 0.51704  -0.458
H 3.42107 -1.15478 0.89066  0.455
H 1.56407 -2.38551 2.38427  0.471
H 0.32786 -2.70495 -1.80916  0.642
H 2.68988 -1.37195 -1.72070  0.586
O 1.48398 1.81623 -5.03344  -0.475
C 0.72618 0.83651 -4.23000  -0.515
C -0.69027 1.41386 -4.04925  0.988
H 1.22701 0.77543 -3.23451  0.420
H 0.70406 -0.17175 -4.66492  0.214
C -0.46140 2.93449 -4.24377  -0.733
H -1.12914 1.06433 -3.10558  -0.957
H -1.30835 1.08515 -4.89168  0.297
C 1.07673 3.06878 -4.40254  -0.438
H -0.88380 3.56850 -3.44962  0.387
H -0.93390 3.22581 -5.21239  0.269
H 1.58559 3.08568 -3.42033  0.151
H 1.37054 3.96246 -4.97856  0.378
F 0.28762 0.18366 2.79895  -0.430
C 0.99312 1.24259 2.28240  0.360
C 1.11059 1.37876 0.90834  -0.186
C 1.95873 2.37288 0.45509  0.595
F 2.26666 2.42061 -0.87767  -0.257
C 2.56955 3.29346 1.31238  -0.127
F 3.34506 4.27656 0.80731  -0.268
C 2.40750 3.13915 2.69310  0.759
F 3.03336 3.97644 3.54634  -0.269
C 1.60330 2.11237 3.19207  -0.059
F 1.43980 1.90590 4.52033  -0.266

Forces on atoms 1 to 3 (eV/Å):
0.214 0.134 -2.402
-0.126 1.053 -0.327
-0.154 -0.541 0.603

The strongest force on any atom comes out at 2.840 eV/A. Its charge is +1. For the gap between HOMO and LUMO (alpha / beta), the calculation gives 4.86 / 5.31 eV. The relative energy (zero: lowest compared OMol25 entry of this formula, charge and spin) is 0.375 eV.

---

ORCA calculation (ωB97M-V/def2-TZVPD) on a cluster of 13 separate species, C13H52O13 in total at a distorted geometry.

Last column: Mulliken charge in e.
CARTESIAN COORDINATES (ANGSTROEM)
C 3.11531 -2.59644 -1.28712  -0.264
O 4.37303 -2.93498 -0.69559  -0.530
H 2.59714 -1.87585 -0.65438  -0.082
H 3.28894 -2.16079 -2.27108  0.339
H 2.52626 -3.51276 -1.24863  0.280
H 5.01671 -3.38554 -1.24719  0.273
C 3.39708 4.00446 -2.48071  -0.670
O 2.95041 2.74307 -2.00649  -0.397
H 2.61401 4.33884 -3.16122  0.370
H 3.48980 4.70804 -1.65338  0.244
H 4.32423 4.02270 -3.05358  0.346
H 2.49520 2.89593 -1.17522  0.237
C -1.04791 -4.08145 0.14358  -0.687
O -0.42647 -2.86558 -0.00907  -0.011
H -0.68704 -4.44114 1.10717  0.254
H -2.10435 -3.82107 0.20862  0.161
H -0.88573 -4.83002 -0.63195  0.258
H -0.60274 -2.41966 -0.84074  -0.019
C 0.96817 1.51276 -4.09781  -0.356
O 1.73474 2.49028 -4.71260  -0.247
H 0.38021 1.89841 -3.26494  0.301
H 0.30073 0.98881 -4.78199  0.295
H 1.63808 0.71852 -3.76838  0.309
H 2.44267 2.77151 -4.12835  0.390
C -0.32738 0.23856 -0.26184  0.051
O 0.02960 -0.26611 1.01075  0.067
H -1.41171 0.34053 -0.30574  0.166
H 0.20063 1.11555 -0.63627  -0.235
H -0.04448 -0.51505 -0.99678  -0.123
H -0.26664 -1.17606 1.08725  0.075
C -4.17023 -1.70215 -0.10066  -0.491
O -4.84344 -0.88536 -1.02671  -0.494
H -3.08952 -1.63560 -0.22603  -0.019
H -4.50572 -1.38161 0.88565  0.374
H -4.62782 -2.69123 -0.12141  0.394
H -5.76050 -0.81400 -0.75193  0.281
C 2.93493 -1.88649 2.14553  -0.481
O 4.28823 -2.25004 2.15355  -0.566
H 2.61625 -1.94634 3.18618  0.247
H 2.75104 -0.89820 1.72414  0.209
H 2.43143 -2.68718 1.60379  0.252
H 4.46969 -2.12079 1.21976  0.363
C -3.05162 0.62605 2.95333  -0.171
O -3.90084 0.06943 3.92815  -0.541
H -2.09674 0.11992 3.09524  -0.013
H -3.27355 0.42346 1.90557  0.063
H -2.78017 1.68078 2.99789  0.301
H -3.52455 0.22359 4.79777  0.339
C 0.66412 2.03120 3.43229  -0.191
O 1.23492 3.21003 4.08633  -0.582
H 1.25613 1.65996 2.59574  0.171
H 0.67816 1.26332 4.20577  0.320
H -0.37082 2.19687 3.13303  -0.021
H 2.18638 3.08898 4.12725  0.313
C -3.08812 1.55870 -2.89004  -0.695
O -2.00357 1.11530 -3.71407  -0.324
H -2.88595 2.21847 -2.04628  0.275
H -3.81726 2.09965 -3.49323  0.352
H -3.67495 0.72745 -2.49923  0.211
H -2.29516 1.09334 -4.62845  0.253
C -0.67370 -2.08852 4.88620  -0.362
O -0.40970 -0.97883 5.83322  -0.507
H -0.44148 -1.80584 3.85942  -0.069
H -0.04823 -2.95701 5.09260  0.378
H -1.74152 -2.26606 5.01397  0.274
H 0.49218 -1.08269 6.14534  0.275
C 0.95717 4.41880 0.38288  -0.189
O 2.33976 4.13485 0.65768  -0.542
H 0.66573 5.30385 -0.18269  0.250
H 0.56774 3.49199 -0.03838  -0.140
H 0.46051 4.43840 1.35295  0.375
H 2.46030 4.14851 1.60999  0.297
C -1.43905 -2.13892 -3.57402  -0.660
O -0.20244 -1.99729 -2.95640  -0.374
H -2.34947 -1.81062 -3.07256  0.213
H -1.33298 -1.68768 -4.56055  0.289
H -1.55396 -3.21513 -3.70310  0.330
H 0.41991 -2.32081 -3.61184  0.236

Forces on atoms 1 to 3 (eV/Å):
0.779 -0.792 0.228
0.107 0.841 0.964
0.292 0.078 0.056

The strongest force on any atom comes out at 2.566 eV/A. Its charge is +1. For the gap between HOMO and LUMO (alpha / beta), the calculation gives 9.26 / 1.84 eV. Its spin multiplicity is 2. The relative energy (zero: lowest compared OMol25 entry of this formula, charge and spin) is 2.174 eV.

---

ORCA calculation (ωB97M-V/def2-TZVPD) on a cluster of 2 separate species, C3H6N2O3 in total at a distorted geometry.

Last column: Mulliken charge in e.
CARTESIAN COORDINATES (ANGSTROEM)
N 0.48447 2.24181 -0.28588  -0.572
N -0.52737 1.38739 -0.71807  -0.090
C -1.61188 1.05856 -0.26538  0.585
O -2.70155 1.11522 0.14898  -0.426
H 0.55314 3.01891 -0.94018  0.256
H 1.34589 1.70890 -0.42065  0.274
C -0.17076 -1.41388 1.24860  -0.624
O -0.20977 -1.58226 -0.17137  -0.294
C 0.88704 -1.19032 -0.92545  0.251
O 1.76538 -0.46034 -0.57374  -0.517
H -0.37065 -2.39265 1.67907  0.249
H 0.73513 -0.94858 1.63629  0.332
H -1.05335 -0.81226 1.46877  0.205
H 0.87427 -1.73050 -1.88099  0.369

Forces on atoms 1 to 3 (eV/Å):
0.898 0.078 0.505
-2.138 -2.043 -0.599
2.290 3.907 0.026

The strongest force on any atom comes out at 4.529 eV/A. For the gap between HOMO and LUMO, the calculation gives 10.18 eV. The SMILES is NN=C=O.COC=O. The relative energy (zero: lowest compared OMol25 entry of this formula, charge and spin) is 3.415 eV.

---

ORCA calculation (ωB97M-V/def2-TZVPD) on the molecule C5H9FO2 at a distorted geometry.

Last column: Mulliken charge in e.
CARTESIAN COORDINATES (ANGSTROEM)
C -2.49346 -0.95527 0.05515  -1.370
C -1.36556 -0.05261 -0.35014  -0.058
O -0.20333 -0.32437 0.35722  -0.356
C 0.86489 0.48427 0.10107  0.585
C 0.85888 1.81387 -0.06923  -0.332
F -0.25663 2.58257 -0.14077  -0.245
C 2.20269 -0.16874 0.35645  -0.543
O 2.60582 -1.15288 -0.52204  -0.512
H -2.63773 -0.92876 1.13958  0.302
H -3.36933 -0.75541 -0.45863  0.431
H -2.16735 -1.99127 -0.15145  0.307
H -1.16279 -0.10093 -1.44209  0.317
H -1.72559 0.95824 -0.10103  0.243
H 1.72705 2.41023 -0.04211  0.376
H 2.98241 0.63565 0.36554  0.300
H 2.16393 -0.56560 1.43168  0.228
H 1.97611 -1.88898 -0.52921  0.327

Forces on atoms 1 to 3 (eV/Å):
2.600 -2.042 1.262
-1.722 1.598 -0.924
1.193 -0.584 0.096

The strongest force on any atom comes out at 3.538 eV/A. For the gap between HOMO and LUMO, the calculation gives 9.91 eV. The SMILES is CCO/C(=C\F)CO. The relative energy (zero: lowest compared OMol25 entry of this formula, charge and spin) is 1.782 eV.

---

ORCA calculation (ωB97M-V/def2-TZVPD) on a structure of composition C4H7NO at a distorted geometry.

Last column: Mulliken charge in e.
CARTESIAN COORDINATES (ANGSTROEM)
C 1.48704 -0.68451 0.02219  -1.156
C 0.08536 -0.13759 0.05718  0.308
C -0.34948 1.31102 0.03032  -0.255
N -0.33109 1.19529 -1.35149  -0.508
C -1.09194 -0.85729 0.51798  -0.121
O -2.17605 -0.27020 0.59050  -0.559
H 1.51375 -1.76892 -0.14739  0.363
H 2.04071 -0.20881 -0.78804  0.338
H 2.03472 -0.48532 0.95499  0.252
H -1.39622 1.11660 0.45671  0.299
H 0.32514 2.06974 0.41709  0.359
H -1.11144 0.61482 -1.63842  0.278
H -1.03050 -1.89484 0.87838  0.403

Forces on atoms 1 to 3 (eV/Å):
-0.040 0.131 -0.142
0.096 1.031 -1.322
-0.863 0.535 1.493

The strongest force on any atom comes out at 2.916 eV/A. For the gap between HOMO and LUMO (alpha / beta), the calculation gives 8.49 / 8.49 eV. The relative energy (zero: lowest compared OMol25 entry of this formula, charge and spin) is 4.226 eV.

---

ORCA calculation (ωB97M-V/def2-TZVPD) on a cluster of 8 separate species, C41H56FN10O2 in total at a distorted geometry.

Last column: Mulliken charge in e.
CARTESIAN COORDINATES (ANGSTROEM)
C -1.18187 0.84129 1.28006  -0.540
C -0.72044 0.43212 0.07106  -0.536
N 0.62877 -0.07647 -0.04916  0.358
C 0.91700 -1.30746 0.27842  0.459
N 0.06758 -2.26247 0.75916  0.055
O -1.21850 -2.28397 0.19055  -0.045
C -2.14955 -2.68080 1.21833  -0.294
C -3.59649 -2.47718 0.74488  -0.885
C -3.78785 -2.27405 -0.76712  -0.525
C -3.82921 -0.78996 -1.17395  -0.798
C 0.75123 -3.58620 0.54720  -0.869
C 1.92081 -3.19221 -0.34712  -0.326
C 3.08995 -4.13970 -0.42654  0.329
C 2.86376 -5.13562 -1.53939  0.630
O 2.38215 -4.89854 -2.59048  -0.492
F 3.27723 -6.37090 -1.22831  -0.256
N 2.16967 -1.83022 0.23792  0.220
C 3.29378 -1.07699 -0.24531  -0.473
C 3.42110 -0.63043 -1.49093  -0.988
H -2.05600 0.36721 1.71825  0.221
H -0.67918 1.63483 1.82850  0.353
H -1.26725 0.54068 -0.85655  0.207
H 1.34448 0.56353 -0.37930  -0.118
H -1.99547 -3.73245 1.47408  0.289
H -1.96467 -2.09294 2.11887  0.308
H -4.06841 -1.64986 1.27572  0.374
H -4.15339 -3.36938 1.03240  0.421
H -4.76851 -2.68758 -1.00721  0.475
H -3.07577 -2.83374 -1.37078  0.275
H -4.84782 -0.40802 -1.17805  0.453
H -3.39846 -0.67395 -2.16853  0.225
H -3.26335 -0.17875 -0.46963  -0.059
H 0.08548 -4.25976 0.01841  0.353
H 1.09396 -3.92446 1.52314  0.407
H 1.51144 -2.97743 -1.33994  0.587
H 4.04507 -3.65147 -0.63044  -0.244
H 3.19052 -4.68976 0.51014  0.281
H 4.06386 -0.87551 0.49120  0.504
H 4.41929 -0.52414 -1.89637  0.264
H 2.60498 -0.29878 -2.12293  0.278
N -1.79985 1.52800 -3.72721  0.170
C -2.10341 1.87116 -5.01909  -0.516
C -2.88707 2.99113 -4.98197  -0.828
C -3.06348 3.34309 -3.61628  -0.016
C -2.38199 2.42594 -2.86603  -0.514
H -1.24199 0.73918 -3.46113  0.143
H -1.73853 1.29023 -5.84854  0.416
H -3.29140 3.50396 -5.83798  0.405
H -3.62857 4.17496 -3.23015  0.362
H -2.26385 2.33497 -1.79886  0.403
N 6.87215 -2.77041 -1.10705  0.106
C 6.87974 -4.09845 -1.45280  -0.459
C 7.95384 -4.68327 -0.84111  -0.612
C 8.61975 -3.67271 -0.09491  -0.535
C 7.93073 -2.50539 -0.27778  -0.495
H 6.20076 -2.09485 -1.41724  0.183
H 6.12715 -4.51201 -2.10388  0.486
H 8.23428 -5.71992 -0.91944  0.450
H 9.50622 -3.79148 0.50469  0.436
H 8.10266 -1.51416 0.10594  0.433
N -4.13353 7.38345 0.59122  -0.002
C -5.20558 7.07561 -0.20232  -0.851
C -4.91178 5.92428 -0.88095  -0.470
C -3.61051 5.52005 -0.47773  0.335
C -3.15831 6.43876 0.43255  -0.894
H -4.07255 8.18090 1.19717  0.213
H -6.08434 7.69804 -0.21425  0.635
H -5.55774 5.42781 -1.58576  0.426
H -3.07014 4.65224 -0.81786  0.224
H -2.23138 6.50148 0.97617  0.377
N -0.21434 -7.22221 3.93386  0.022
C -0.86044 -6.81620 2.79734  -0.433
C -2.18175 -7.15416 2.91985  -0.451
C -2.34044 -7.78414 4.18355  -0.453
C -1.11101 -7.81020 4.78373  -0.494
H 0.76523 -7.11076 4.11667  0.196
H -0.32949 -6.32878 1.99685  0.406
H -2.95035 -6.97292 2.18684  0.424
H -3.25244 -8.17536 4.60104  0.401
H -0.79904 -8.19716 5.73830  0.375
N 4.94127 -4.38875 4.67538  0.042
C 3.76242 -4.08986 4.05403  -1.182
C 4.04062 -3.20745 3.04193  0.429
C 5.44259 -2.97048 3.05360  -0.768
C 5.96785 -3.71692 4.07311  -0.624
H 5.04077 -5.00864 5.45860  0.188
H 2.83377 -4.52474 4.38292  0.474
H 3.31964 -2.77429 2.36678  0.665
H 6.00241 -2.32957 2.39243  0.389
H 6.98095 -3.82544 4.41919  0.417
N 3.30203 4.23074 0.30154  0.031
C 3.63212 4.33003 1.62397  -0.459
C 3.36131 3.12853 2.22063  -1.288
C 2.84958 2.26950 1.21226  0.469
C 2.82787 2.97857 0.03654  -0.801
H 3.39547 4.96822 -0.37341  0.199
H 4.03071 5.24434 2.02796  0.411
H 3.51272 2.89139 3.25977  0.418
H 2.53997 1.24594 1.34523  0.762
H 2.52013 2.70718 -0.96097  0.333
N -6.38828 9.84041 -2.40940  0.076
C -7.72518 9.59656 -2.24579  -0.246
C -8.39391 10.22401 -3.26198  -0.547
C -7.42125 10.86913 -4.07328  -0.382
C -6.19481 10.61221 -3.52225  -0.522
H -5.66147 9.50292 -1.80575  0.172
H -8.08662 9.00094 -1.42474  0.333
H -9.46071 10.22116 -3.40925  0.382
H -7.60283 11.45369 -4.95930  0.390
H -5.20631 10.91135 -3.82536  0.357

Forces on atoms 1 to 3 (eV/Å):
0.209 -0.196 -0.299
-0.190 0.051 0.577
-0.300 2.052 -0.381

The strongest force on any atom comes out at 2.109 eV/A. Its charge is +1. For the gap between HOMO and LUMO, the calculation gives 5.91 eV. The relative energy (zero: lowest compared OMol25 entry of this formula, charge and spin) is 0.000 eV.